(1)
Computed, not measured: a molecular structure, C40H59BN10ORuSSeSi in a non-equilibrium geometry, with ωB97M-V/def2-TZVPD.

Computed properties:
Lowest unoccupied orbital energy (alpha / beta) = -3.228 / -6.989 eV
HOMO-LUMO gap (alpha / beta) = 0.131 / 0.101 Eh
Relative energy (zero: lowest compared OMol25 entry of this formula, charge and spin) = 166.57 kcal per mole
Molar mass = 946.98 g mol⁻¹
DFT total energy = -146688.4578 eV

The geometry in ORCA input format:
```
! RIJCOSX wB97M-V def2-TZVPD def2/J DEFGRID3
* xyz 1 6
Ru 1.2171 -0.0428 -0.0224
C 0.8489 -2.8155 4.5635
C 1.6510 -1.9708 3.6962
C 3.0773 -2.0182 3.4167
C 3.1875 -0.8191 2.5752
N 2.0224 -0.3814 2.1065
N 1.0989 -1.0640 2.9131
B -0.2863 -0.3841 3.1254
N -0.0747 0.9998 2.5368
N -0.2800 1.1417 1.1175
C -0.7763 2.4284 0.9241
C -0.6736 3.1703 2.0963
C -0.1942 2.2316 3.1007
C 0.0612 2.5041 4.5542
C -1.5251 2.8725 -0.2909
C -1.6188 1.6943 -1.2888
C -0.8324 4.0725 -0.9692
C -2.9437 3.3178 0.2631
N -1.4097 -1.0662 2.4404
N -1.4898 -2.4111 2.1095
C -2.7201 -2.6893 1.6831
C -3.5647 -1.5640 2.0615
C -2.6805 -0.5839 2.5302
C -3.1376 0.6723 3.1778
C -3.0322 -4.0913 1.1482
C -3.3675 -3.9639 -0.3498
C -4.2182 -4.5553 2.0264
C -1.8444 -5.0296 1.2935
C 4.4481 -0.0381 2.2921
C 5.3943 -0.0858 3.5058
C 4.1653 1.4621 2.0778
C 5.1366 -0.5756 1.0297
H 1.3696 -3.7182 4.8031
H -0.0466 -3.2007 4.0544
H 0.5651 -2.3085 5.5027
H 3.8352 -2.7714 3.6722
H -0.4323 -0.2821 4.2899
H -0.7148 4.2563 2.0789
H 1.1060 2.1578 4.8707
H -0.7541 1.9722 5.1229
H 0.0290 3.5985 4.7073
H -0.6878 1.5755 -1.8776
H -2.4540 1.6688 -2.0228
H -1.6833 0.6999 -0.8219
H 0.1872 3.9029 -1.2039
H -0.9204 5.0004 -0.3337
H -1.3255 4.3454 -1.9507
H -3.5044 2.4602 0.6632
H -3.5885 3.7144 -0.5891
H -2.8603 4.1041 1.0016
H -4.6505 -1.4719 2.1151
H -2.7560 1.4905 2.5478
H -2.8485 0.6178 4.2331
H -4.2469 0.6980 3.0882
H -4.3255 -3.3433 -0.5923
H -3.5368 -4.9308 -0.8546
H -2.5457 -3.5159 -0.9547
H -5.0938 -3.7944 1.9936
H -3.8978 -4.6602 3.0763
H -4.6254 -5.5176 1.6625
H -0.9211 -4.8232 0.7350
H -2.1888 -6.0361 0.9516
H -1.4167 -4.9602 2.3058
H 4.8715 0.3299 4.4011
H 6.2510 0.5713 3.2976
H 5.7430 -1.0913 3.8239
H 3.5740 1.9920 2.8073
H 3.7275 1.6732 1.0599
H 5.0424 2.1170 2.1244
H 5.2713 -1.6735 0.9996
H 6.2007 -0.1860 0.8399
H 4.5371 -0.3657 0.1097
N 7.8048 6.5507 -2.5816
C 6.7865 5.9973 -2.6087
C 5.5085 5.4060 -2.4558
C 4.8381 5.4321 -1.1954
C 3.8288 4.5112 -0.9825
C 3.6213 3.4023 -1.8731
C 4.2087 3.4529 -3.1446
C 5.0479 4.4937 -3.4171
C 2.8554 2.2659 -1.4732
C 2.3655 1.3133 -0.8211
H 5.0244 6.1872 -0.4582
H 3.3285 4.5052 -0.0075
H 3.8468 2.8105 -3.9506
H 5.5088 4.5562 -4.3825
O 1.1124 -2.8898 0.7299
N 1.1419 -1.7911 0.3405
C -4.5002 -0.8954 -4.5569
N -5.8747 -0.4123 -4.3049
C -6.8035 -0.0081 -5.2537
C -7.9068 0.4187 -4.5924
N -7.6417 0.3750 -3.2741
C -6.3668 -0.0477 -3.0202
S -5.5615 -0.2636 -1.5889
H -3.9397 -0.1165 -5.1411
H -4.5706 -1.8605 -5.1188
H -4.0957 -0.9870 -3.5452
H -6.6004 -0.1220 -6.3580
H -8.7978 0.8167 -5.0573
H -8.3427 0.7309 -2.6042
C 2.2485 -1.6441 -5.2251
Si 1.8229 -2.2697 -3.5027
C 0.7288 -3.8133 -3.3950
C 3.4011 -2.3549 -2.4663
Se 0.5396 -0.7119 -2.1987
H 3.2758 -1.8489 -5.4167
H 2.0653 -0.5351 -5.3489
H 1.6530 -2.1542 -5.9723
H 0.9292 -4.5298 -4.2155
H -0.2914 -3.3546 -3.5361
H 0.7176 -4.2984 -2.4034
H 3.2443 -2.9002 -1.5731
H 3.7292 -1.3435 -2.1614
H 4.1856 -2.7861 -3.0699
*
```

(2)
Computed, not measured: a molecular structure, C40H59CuN4O3SSbSe, with ωB97M-V/def2-TZVPD.

Computed properties:
Lowest unoccupied orbital energy (alpha / beta) = 0.288 / -2.007 eV
HOMO-LUMO gap (alpha / beta) = 0.263 / 0.178 Eh
Relative energy (zero: lowest compared OMol25 entry of this formula, charge and spin) = 11.06 kcal per mole
Molar mass = 940.27 g mol⁻¹
DFT total energy = -181901.5124 eV

The geometry in ORCA input format:
```
! RIJCOSX wB97M-V def2-TZVPD def2/J DEFGRID3
* xyz 0 2
Cu 0.2146 0.6933 0.9512
C 1.0624 0.9839 5.1533
C 0.8911 0.1108 3.9363
O -0.1316 0.1153 3.2651
N 1.9426 -0.6904 3.6458
C 1.9514 -1.5780 2.5017
C 2.7256 -1.0035 1.3430
C 4.0158 -1.4237 1.0597
C 4.7112 -0.8178 0.0230
C 4.0929 0.1966 -0.6859
C 2.7974 0.5546 -0.3476
N 2.1228 -0.0414 0.6383
H 0.2651 1.7201 5.1610
H 2.0240 1.4959 5.1396
H 1.0094 0.3789 6.0590
H 2.7805 -0.5928 4.1943
H 0.9146 -1.7344 2.2029
H 2.3774 -2.5391 2.7970
H 4.4618 -2.2176 1.6430
H 5.7184 -1.1295 -0.2194
H 4.5930 0.7077 -1.4959
H 2.2527 1.3353 -0.8651
C -2.3902 1.2727 -3.5288
C -1.7384 -0.0669 -3.8487
C -2.5723 -1.2122 -3.2904
Sb 0.2955 -0.1378 -3.0876
C 0.9689 -1.9318 -4.1475
C 0.4379 -2.0863 -5.5633
C 0.7427 -3.1987 -3.3267
C 1.1268 1.2757 -4.5256
C 2.5757 0.9440 -4.8528
C 1.0423 2.7086 -4.0165
H -3.4406 1.2673 -3.8357
H -1.9032 2.0983 -4.0471
H -2.3648 1.4910 -2.4616
H -1.6653 -0.1699 -4.9359
H -2.6007 -1.1829 -2.2012
H -2.1910 -2.1878 -3.5929
H -3.6052 -1.1407 -3.6453
H 2.0528 -1.7804 -4.1973
H -0.6434 -2.2311 -5.5660
H 0.8772 -2.9583 -6.0574
H 0.6526 -1.2140 -6.1827
H -0.3126 -3.4685 -3.2761
H 1.0963 -3.0831 -2.2966
H 1.2657 -4.0518 -3.7675
H 0.5246 1.1757 -5.4342
H 3.1941 0.9757 -3.9517
H 2.9896 1.6801 -5.5475
H 2.6995 -0.0390 -5.3054
H 1.5934 2.8321 -3.0872
H 0.0244 3.0224 -3.7975
H 1.4567 3.3985 -4.7581
C -2.7579 2.2468 2.7271
N -2.9714 0.8125 2.7338
C -3.4044 0.0522 3.7961
C -3.3678 -1.2428 3.4104
N -2.9108 -1.2509 2.1131
C -2.6427 0.0079 1.7077
S -2.0083 0.4736 0.2093
H -3.1336 2.6471 3.6650
H -3.3004 2.6899 1.8930
H -1.6936 2.4609 2.6071
H -3.7074 0.5008 4.7226
H -3.6376 -2.1398 3.9340
H -2.6802 -2.0499 1.5338
C 0.2861 9.0588 -0.0879
C 0.3232 7.5624 0.0300
C -0.7819 6.7894 -0.2815
C -0.7556 5.3992 -0.1801
C -1.9792 4.6078 -0.5503
C 0.4088 4.7807 0.2557
C 1.5353 5.5389 0.5872
C 2.7947 4.8557 1.0405
C 1.4797 6.9164 0.4632
C 0.4748 3.2768 0.3278
O 0.5307 2.6466 -0.7446
O 0.4528 2.7523 1.4740
H -0.6650 9.3958 -0.4980
H 1.0807 9.4238 -0.7396
H 0.4183 9.5362 0.8844
H -1.6927 7.2743 -0.6172
H -2.8603 4.9976 -0.0363
H -1.8761 3.5505 -0.3134
H -2.1708 4.6804 -1.6230
H 3.2131 4.2474 0.2348
H 2.5925 4.1858 1.8760
H 3.5474 5.5842 1.3396
H 2.3573 7.5035 0.7092
C 0.0072 -8.8477 -1.0902
C -0.1893 -7.3835 -0.8334
C -1.4607 -6.8550 -0.6322
C -1.6594 -5.5083 -0.3818
C -3.0599 -5.0051 -0.1799
C -0.5433 -4.6435 -0.3227
Se -0.8019 -2.8188 0.0080
C 0.7470 -5.1648 -0.5463
C 1.9853 -4.3171 -0.5430
C 0.8961 -6.5210 -0.7876
H -0.9372 -9.3413 -1.3124
H 0.4437 -9.3373 -0.2173
H 0.6853 -9.0117 -1.9279
H -2.3190 -7.5151 -0.6821
H -3.7765 -5.7955 -0.3950
H -3.2775 -4.1485 -0.8168
H -3.2116 -4.6801 0.8514
H 1.7662 -3.2640 -0.3940
H 2.5140 -4.4233 -1.4928
H 2.6625 -4.6503 0.2474
H 1.8925 -6.9149 -0.9573
*
```